1.
27
Properties=species:S:1:pos:R:3 method="wB97M-V/def2-TZVPD" charge=+1 homo_lumo_gap_ev=8.56
O -0.02330 0.80109 -3.29427
O -0.07403 -1.44098 -1.60189
N 2.08715 -1.75739 -0.55932
C -0.85691 0.00174 0.13271
C -2.98823 -0.42185 1.21193
C 0.20345 -0.28474 -0.86111
C -1.84678 1.65716 1.66551
C -2.87704 0.80715 1.82863
C 2.34106 0.44642 0.62696
C 0.09013 1.27618 -2.20348
C -0.76599 1.21767 0.82519
C 1.81686 -0.27968 -0.55277
C -1.91070 -0.88752 0.39107
H 0.33663 2.16407 -1.69941
H -3.71373 -1.03267 1.60870
H -0.23803 -1.25664 -2.60878
H 0.14989 1.74299 0.88621
H -3.65133 0.99147 2.50784
H 1.95598 -2.23055 0.44905
H -1.92499 -1.78401 -0.12924
H 1.67900 0.23320 1.57044
H 2.09526 1.47548 0.30044
H 2.94473 -2.14430 -0.85043
H 3.31894 0.30072 0.75777
H 2.37071 0.04894 -1.40644
H -1.86637 2.54079 2.29637
H 1.34765 -2.18475 -1.29167


2.
26
Properties=species:S:1:pos:R:3 method="wB97M-V/def2-TZVPD" charge=0 homo_lumo_gap_ev=8.38
O -1.03538 -2.96262 -0.10286
O -2.94701 1.38537 -0.13018
C -1.11659 -1.74857 -0.72262
C -2.60036 -0.56321 0.91560
C -1.86596 -0.71563 -0.29837
C -1.99286 0.70036 -0.95360
C 1.30292 0.38760 0.16772
C -3.27926 0.57114 0.88691
C 0.22973 1.18327 0.10869
C 1.96044 0.21688 1.50748
C 2.03352 -0.34079 -0.95760
C -0.70742 1.50505 -1.02629
H -0.41008 -1.72883 -1.55780
H -3.97600 1.03125 1.60193
H 1.40816 0.68900 2.23323
H -0.89370 2.49304 -0.84933
H 2.86721 0.64887 1.59089
H -2.54301 0.41159 -1.96287
H -0.16061 1.28351 -2.05838
H 1.94185 -1.33432 -0.66938
H -2.64938 -1.17669 1.73638
H -0.00026 1.51518 1.00858
H 2.97676 0.06007 -1.04932
H 2.20664 -0.76542 1.62826
H 1.68704 -0.10570 -2.00464
H -1.92265 -3.23184 0.05369


3.
28
Properties=species:S:1:pos:R:3 method="wB97M-V/def2-TZVPD" charge=0 smiles="CP1(=O)C=CC=C1.CP1(=O)C=CC=C1" homo_lumo_gap_ev=8.68
P 0.06445 1.88517 1.16677
P -0.59792 -2.08842 -0.09792
O -1.37023 2.09344 1.25766
O 0.37690 -2.29242 0.92612
C -2.13090 -2.97601 0.19522
C 1.03263 3.01027 2.24226
C -1.16403 -0.34917 -0.36841
C 0.86487 2.16660 -0.43476
C 1.73353 1.20122 -0.67565
C -0.06281 -2.29941 -1.86460
C -1.06451 -0.13034 -1.72852
C 0.94257 0.30981 1.37271
C -0.40187 -1.17095 -2.52367
C 1.77789 0.15263 0.32322
H 0.06529 -0.81769 -3.49072
H 2.33340 -0.77959 0.12921
H 2.14373 2.65314 2.11069
H -3.01714 -2.58784 -0.27199
H -1.69935 0.14783 0.40354
H -1.36290 0.89409 -2.19620
H 2.34575 1.13429 -1.60624
H 0.70840 -0.33555 2.10022
H -1.87884 -3.96456 -0.00464
H 0.52627 -3.16109 -2.16741
H 0.58449 3.01815 -0.95184
H -2.43798 -2.82538 1.18258
H 0.65122 3.04512 3.22413
H 1.03709 4.06667 1.74827


4.
28
Properties=species:S:1:pos:R:3 method="wB97M-V/def2-TZVPD" charge=0 homo_lumo_gap_ev="7.06 / 6.94"
S 3.30545 1.94055 -0.13863
S 3.94663 -1.35495 -0.24084
O 3.62581 -2.78864 -0.19825
O 2.83659 3.34578 -0.19901
C 0.84800 -0.90454 1.88146
C 0.41254 -0.50008 -1.90124
C -1.27968 -0.76006 -0.16081
C 0.16238 -0.47337 -0.43591
C 2.46642 -0.61129 0.07527
C 0.63949 0.84384 0.26733
C 2.09157 0.83032 0.03945
C 0.39651 0.57408 1.80408
C 1.14734 -1.38324 0.39232
C -0.23516 2.10623 -0.18183
H 1.81419 -0.98262 2.50010
H -0.60944 0.78992 1.90985
H -1.16509 2.10097 0.43774
H -1.53944 -0.52519 0.87726
H 0.20884 3.17823 -0.06092
H 0.93659 1.22919 2.40918
H -1.82516 -0.00417 -0.70873
H -0.50286 2.01557 -1.28557
H 1.32402 0.08908 -2.01612
H 0.06339 -1.46810 2.33614
H 1.04077 -2.42794 0.37559
H -0.34226 -0.07279 -2.54491
H 0.50769 -1.56741 -2.27596
H -1.61324 -1.81954 -0.37238


Let's list energy above the lowest of the compared OMol25 structures with the same formula, charge and spin in order: 93.97, 89.26, 22.01, 38.77 kcal/mol.